The following is a quantum chemistry calculation of a cluster of 7 separate species, C20H16B3Br8O24 in total at a distorted geometry, from the Open Molecules 2025 dataset.

- Multiplicity: 1
- Net charge: -3

Geometry as XYZ:
```
71
Properties=species:S:1:pos:R:3:forces:R:3
O -11.2221 -5.1476 2.4383 0.177 -2.850 0.725
C -11.2320 -6.3782 2.4372 -0.366 2.908 -2.052
O -10.6360 -7.1296 1.4717 -1.595 0.007 2.989
B -11.2582 -8.4666 1.7104 1.129 0.153 -1.887
O -12.0260 -8.4984 2.9937 0.748 -2.825 -2.531
C -12.1432 -7.3015 3.3256 -0.909 4.848 4.712
O -12.7524 -6.8890 4.3363 1.241 -0.837 -2.679
O -10.1660 -9.4548 1.6864 -0.159 0.680 1.585
C -10.3064 -10.2169 0.6686 1.989 -3.937 -1.575
O -9.5739 -11.1769 0.3613 -1.726 2.413 0.762
C -11.5501 -9.8101 -0.0938 -1.014 -0.241 -2.405
O -12.0574 -8.7099 0.4681 0.121 -1.289 0.848
O -11.9467 -10.3647 -1.1050 0.329 0.867 1.676
O -5.7045 -4.7557 -2.8008 -1.590 0.167 -2.074
C -6.5721 -4.7266 -3.6733 0.408 0.166 1.686
O -6.6986 -5.5269 -4.7080 0.816 -0.586 -0.468
B -7.9090 -5.2491 -5.5135 -0.583 -0.442 0.004
O -8.6115 -4.2579 -4.6878 -0.396 0.279 -0.379
C -7.8725 -3.8386 -3.7015 -0.588 2.049 3.212
O -8.1963 -2.9850 -2.8493 1.177 -2.299 -2.582
O -8.7260 -6.4401 -5.8213 -0.450 -0.422 -1.488
C -8.9300 -6.5090 -7.1722 -0.666 -1.043 -0.921
O -9.6359 -7.2489 -7.8352 0.986 0.682 1.960
C -8.0974 -5.3958 -7.8646 -0.994 0.129 -0.459
O -7.6413 -4.7187 -6.8380 1.798 1.789 -0.895
O -8.0304 -5.1439 -9.0606 0.316 -0.459 2.345
O -13.9882 -4.0807 -7.9055 0.069 3.235 -1.347
C -13.9585 -3.0350 -8.5919 0.222 -3.489 7.316
O -14.0640 -3.0442 -9.8293 0.147 1.142 -3.837
B -13.9273 -1.6787 -10.3147 0.276 1.389 0.383
O -13.7981 -0.7910 -9.1108 -0.251 -0.328 -1.038
C -13.8238 -1.5148 -8.0169 -0.265 0.644 2.684
O -13.8060 -1.0299 -6.8646 -0.022 -2.229 -3.618
O -15.1210 -1.3564 -11.1306 -0.927 -0.723 4.373
C -14.8241 -1.2148 -12.3167 -1.764 1.970 -6.162
O -15.6672 -1.0387 -13.2288 2.495 -0.501 1.686
C -13.2811 -1.2076 -12.4499 2.094 -2.412 -2.106
O -12.7952 -1.4211 -11.2051 -0.456 0.245 -1.388
O -12.6315 -1.3335 -13.5022 -1.743 1.157 2.933
Br -14.5598 -8.5495 -13.6625 0.883 0.221 -0.807
C -13.1467 -9.1552 -14.9389 -0.988 -1.465 -0.371
C -13.4648 -10.6756 -15.2619 0.726 1.024 0.133
Br -13.5118 -11.6444 -13.5929 -0.226 -0.543 0.016
H -12.1479 -9.0113 -14.5268 -0.340 -0.086 0.321
H -13.2399 -8.5591 -15.8467 -0.150 0.022 0.158
H -12.7056 -11.2358 -15.8077 0.400 0.668 -0.070
H -14.3618 -10.7985 -15.8689 -0.314 0.157 0.628
Br -1.3190 -2.6191 -5.1964 -0.008 -0.507 -0.327
C -0.6146 -4.4290 -5.4425 0.677 -0.583 -0.575
C -1.1112 -5.1635 -6.6844 -0.591 0.141 -0.539
Br -0.4254 -7.0522 -6.8074 -0.358 1.123 0.330
H -0.7789 -4.9634 -4.5068 -0.043 0.070 -0.251
H 0.4454 -4.3131 -5.6684 0.059 0.173 0.743
H -0.7286 -4.6934 -7.5903 0.180 -0.028 0.188
H -2.1922 -5.1798 -6.8237 0.051 -0.389 0.441
Br -3.9992 -7.4480 4.0291 0.317 0.004 -0.144
C -2.3699 -8.1795 3.2399 0.118 0.167 -0.480
C -2.4170 -9.6447 3.4070 -0.803 -1.781 1.064
Br -0.7176 -10.5495 2.8485 -1.060 0.535 0.283
H -1.4984 -7.7730 3.7531 -0.244 0.259 -0.202
H -2.3848 -7.9784 2.1688 0.112 0.559 0.232
H -3.2980 -10.1216 2.9777 0.451 0.109 -1.216
H -2.6760 -9.9319 4.4261 1.094 0.151 0.456
Br -5.9857 2.9972 0.7139 0.844 -0.496 -0.121
C -4.1977 2.4693 -0.0090 -1.863 -2.801 0.498
C -3.4180 3.6219 -0.2745 1.122 2.346 -0.675
Br -2.9481 4.6448 1.3299 -0.056 0.017 -0.209
H -4.4507 1.9769 -0.9480 -0.070 0.105 -0.083
H -3.7073 1.6929 0.5782 -0.380 0.263 0.534
H -4.0480 4.2141 -0.9382 0.575 0.707 0.135
H -2.4515 3.4137 -0.7334 -0.190 -0.153 -0.076
```
Forces are in eV/Å.

Atomic partial charges in e from the Löwdin method, atoms 1 to 8: O 0.109; C -0.324; O 0.216; B -0.824; O 0.270; C -0.426; O 0.069; O 0.250

***

The following is a quantum chemistry calculation of the molecule C20H16BFN2O5S at a distorted geometry, from the Open Molecules 2025 dataset.

- Energy relative to the best compared isomer or geometry (same formula, charge and spin): 0.00 kcal per mole
- Multiplicity: 1
- Net charge: 0

Geometry as XYZ:
```
46
Properties=species:S:1:pos:R:3:forces:R:3
O -3.1802 -1.9516 -1.2045 -0.542 0.221 0.167
F -9.2790 -3.9437 -0.7456 0.980 0.100 0.324
N 0.1799 -0.4617 0.2489 -0.346 -0.177 -0.182
O 3.8286 3.5674 -3.4396 -0.390 -0.171 -0.047
O 1.8647 3.0398 -2.2118 1.010 0.840 -1.685
O 7.7673 2.4085 -0.2508 -2.068 0.062 -1.512
O 7.0139 1.0098 1.4340 -1.795 -0.290 -0.435
S 1.5359 1.2436 1.7791 0.040 -0.068 0.331
B 3.2523 3.0171 -2.2767 0.079 0.003 -0.370
C -3.2472 -1.6973 -0.0135 -0.059 -0.912 -0.008
C -0.9202 -1.0940 -0.1061 0.090 0.539 0.180
C 0.1341 0.2316 1.3781 1.587 0.178 -0.345
C -0.9126 0.2252 2.2438 -1.932 -0.143 0.360
C -7.6432 -3.4898 0.9336 -2.064 -0.377 0.291
C -7.1770 -3.0011 -1.3533 -0.358 -0.649 -0.159
C 5.4380 2.6883 -1.2846 2.386 0.313 0.194
C -2.0952 -0.4045 1.8477 1.260 -0.101 0.533
C -6.4624 -2.9290 1.3363 0.241 0.129 0.173
C -5.9309 -2.5502 -0.9781 0.186 0.862 -0.121
C 4.5664 1.0943 0.8186 1.331 -0.568 0.679
C -8.0213 -3.5195 -0.3962 -0.170 0.291 -0.090
C 6.3832 2.1962 -0.3958 -0.634 -0.483 1.048
C 5.9236 1.3764 0.6542 0.476 0.683 -0.719
C 4.0971 2.4173 -1.1163 -0.793 -0.125 -0.468
C -2.0801 -1.0660 0.6467 -0.587 -0.238 -0.404
C -5.5773 -2.4922 0.3696 0.863 -0.237 -0.326
C 3.6373 1.6131 -0.0578 0.539 0.906 -0.131
N -4.2998 -2.0629 0.7977 0.021 0.602 -0.506
C 8.1193 1.6760 0.8750 1.069 0.139 1.123
C 2.1861 1.3388 0.1189 -0.134 -0.450 -1.156
H 4.7284 3.4644 -3.8147 -1.065 -0.185 1.050
H 1.6402 3.4428 -3.0820 -0.426 -0.324 0.768
H -0.9652 -1.5694 -1.0617 0.268 -0.397 -0.373
H -0.8668 0.7883 3.1499 0.027 0.244 0.447
H -8.4076 -3.8282 1.6372 0.412 0.083 0.032
H -7.4579 -3.0151 -2.3933 -0.114 0.101 -0.131
H 5.7570 3.3380 -2.0990 0.053 -0.179 0.309
H -2.9521 -0.4351 2.4888 -0.363 0.306 0.257
H -6.2469 -2.7658 2.3908 0.013 -0.322 -0.148
H -5.2992 -2.1019 -1.7370 0.072 -0.379 0.254
H 4.2403 0.4479 1.6184 0.039 -0.012 0.230
H -4.1665 -1.9901 1.7919 -0.014 0.057 -0.040
H 8.4445 2.4055 1.6211 0.534 -0.238 0.106
H 8.8662 0.9257 0.6122 0.210 0.121 0.113
H 1.6114 2.0639 -0.4556 -0.006 -0.195 0.288
H 1.9730 0.3491 -0.3184 0.073 0.443 0.100
```
Forces are in eV/Å.

Atomic partial charges in e from the Löwdin method, atoms 1 to 8: O 0.066; F 0.037; N 0.072; O 0.119; O 0.133; O 0.027; O 0.029; S 0.998

***

The following is a quantum chemistry calculation of a structure of composition C20H16BrClN2O4Ti at a distorted geometry, from the Open Molecules 2025 dataset.

- Multiplicity: 1
- Net charge: 0

Geometry as XYZ:
```
45
Properties=species:S:1:pos:R:3:forces:R:3
Ti 0.0790 1.4115 -0.4716 0.509 -0.970 1.281
Br 3.1799 2.3014 -2.6845 -0.056 -0.038 -0.080
C 3.4329 2.3455 -0.8207 0.270 0.161 -0.090
C 4.7085 2.6203 -0.3337 -0.102 -0.023 -0.036
C 4.8905 2.6611 1.0338 -0.146 -0.029 0.098
C 3.8008 2.4223 1.8669 0.129 0.065 -0.153
C 2.5899 2.1373 1.2775 0.062 0.090 0.221
N 2.3938 2.1088 -0.0488 -0.227 -0.126 0.126
C 1.3721 1.8177 2.1074 -0.666 -0.330 -0.695
O 1.2444 2.1584 3.2482 0.187 -0.089 0.203
O 0.4743 1.1491 1.3850 0.128 0.478 0.178
H 5.5201 2.7924 -1.0236 0.003 0.001 -0.012
H 5.8688 2.8723 1.4432 0.003 0.004 0.022
H 3.8641 2.4464 2.9446 0.018 -0.001 0.011
O 0.1028 3.2304 -1.3072 0.281 0.368 -0.309
N -0.1221 2.7916 -2.4857 -0.365 0.370 -0.121
O -0.5421 1.6205 -2.4328 0.004 -0.105 -0.838
C -1.9485 1.8383 -0.0483 0.062 -0.431 0.152
C -2.5159 0.5137 0.3602 0.319 0.326 -0.082
C -2.5294 0.1251 1.7030 0.002 -0.099 0.039
C -3.0494 -1.1024 2.0765 -0.016 -0.018 -0.084
C -3.5485 -1.9746 1.1138 -0.001 0.010 0.064
C -3.5175 -1.6124 -0.2235 0.049 0.122 -0.026
C -3.0007 -0.3790 -0.5962 -0.021 -0.107 -0.072
H -1.9144 2.5435 0.7842 0.000 0.018 -0.030
H -2.4737 2.2698 -0.8970 0.056 0.023 -0.008
H -2.1248 0.7932 2.4533 -0.011 0.015 -0.011
H -3.0620 -1.3826 3.1218 -0.007 -0.015 0.012
H -3.9479 -2.9382 1.4034 0.004 -0.005 0.013
H -3.8865 -2.2887 -0.9836 -0.012 -0.027 0.022
H -2.9767 -0.1008 -1.6449 -0.008 0.017 0.015
Cl -2.0472 -5.4970 -0.2626 0.061 0.107 -0.023
C -1.1329 -4.0370 -0.5567 -0.082 -0.144 -0.033
C -0.5223 -3.3930 0.5042 0.026 0.053 -0.049
C 0.1703 -2.2165 0.2698 -0.012 -0.023 0.163
C 0.2702 -1.6729 -1.0098 -0.041 0.395 -0.099
C 0.9938 -0.3806 -1.2416 -0.422 -0.187 0.232
C -0.3570 -2.3489 -2.0549 -0.040 -0.059 -0.106
C -1.0553 -3.5273 -1.8414 0.040 0.033 0.090
H -0.6021 -3.7957 1.5040 -0.012 -0.020 0.008
H 0.6260 -1.7011 1.1087 0.004 0.010 -0.035
H 1.1803 -0.2247 -2.3061 0.030 0.052 0.036
H 1.9515 -0.4051 -0.7111 -0.011 0.118 -0.003
H -0.2990 -1.9517 -3.0617 0.021 0.035 0.012
H -1.5382 -4.0401 -2.6614 -0.012 -0.025 0.001
```
Forces are in eV/Å.

Atomic partial charges in e from the Löwdin method, atoms 1 to 8: Ti 1.091; Br 0.853; C -0.701; C -0.086; C -0.023; C 0.027; C -0.164; N 0.043

***

The following is a quantum chemistry calculation of a structure of composition C20H16Cl3F3N6O4Pd, from the Open Molecules 2025 dataset.

- Energy relative to the best compared isomer or geometry (same formula, charge and spin): 0.00 kcal per mole
- Multiplicity: 1
- Net charge: +2

Geometry as XYZ:
```
53
Properties=species:S:1:pos:R:3:forces:R:3
Pd 0.0774 -2.3687 0.5451 0.256 0.094 0.116
Cl -3.9176 -5.0689 0.3160 -0.005 -0.028 -0.007
C -2.3633 -5.2389 -0.4701 -0.031 0.089 -0.015
Cl -2.5190 -5.2792 -2.2183 -0.008 -0.028 0.029
Cl -1.4680 -6.6314 0.1419 0.007 -0.043 0.018
C -1.4866 -4.0581 -0.0964 0.261 0.387 0.021
O -1.6577 -3.3512 0.9451 -0.093 -0.149 -0.130
O -0.4672 -3.7173 -0.8014 -0.373 -0.118 -0.110
O 0.4907 -1.4028 2.2090 0.155 -0.123 0.609
C 0.9581 -2.4719 2.7609 -0.096 -0.318 -0.335
O 0.9930 -3.5013 2.0265 -0.013 0.442 0.054
H 1.2968 -2.4753 3.7972 0.005 0.029 0.014
F 5.4155 -0.5328 -3.2825 0.019 -0.020 0.043
C 5.6217 -1.1672 -2.1263 0.012 0.008 -0.011
F 6.4288 -0.4335 -1.3664 -0.022 -0.027 -0.037
F 6.2038 -2.3387 -2.3792 -0.009 0.043 0.004
C 4.2844 -1.4015 -1.4382 -0.047 -0.012 0.016
C 3.3296 -2.1885 -2.0699 0.022 -0.001 -0.012
C 2.1209 -2.3949 -1.4464 0.009 -0.157 -0.014
N 1.8549 -1.8454 -0.2484 0.095 -0.080 -0.008
C 2.7658 -1.0848 0.3689 -0.113 0.201 0.059
C 3.9975 -0.8418 -0.2060 0.041 0.012 -0.005
H 3.5163 -2.6470 -3.0318 0.019 0.010 0.000
H 1.3540 -3.0135 -1.8941 0.020 0.003 0.004
H 2.4873 -0.6414 1.3129 0.020 -0.016 0.007
H 4.7130 -0.2189 0.3118 0.007 -0.003 -0.007
C -2.6680 -0.4718 1.3830 -0.018 0.012 -0.009
C -1.8676 -0.1740 0.1661 0.036 0.138 -0.011
N -0.8131 -0.8365 -0.3337 -0.038 -0.138 -0.327
C -0.3545 -0.1680 -1.4615 -0.185 -0.024 -0.016
C -1.1540 0.9031 -1.6425 0.087 -0.068 -0.055
N -2.0808 0.8823 -0.6289 -0.044 -0.076 0.048
C -3.1217 1.9277 -0.4880 0.051 0.093 -0.039
N -2.5244 3.2117 -0.4613 -0.267 -0.047 -0.129
N -2.6956 4.0402 -1.5524 0.049 -0.173 -0.025
N -2.0909 5.1264 -1.3423 0.040 0.079 -0.050
C -1.4832 5.0776 -0.0984 -0.023 -0.033 -0.041
C -0.7179 6.0315 0.5689 0.180 0.009 0.338
C -0.2510 5.6932 1.8257 -0.073 0.045 -0.260
C -0.5321 4.4382 2.4016 -0.003 0.097 -0.016
C -1.2859 3.4874 1.7491 -0.136 0.000 -0.307
C -1.7593 3.8414 0.4759 0.169 -0.082 0.535
H -2.2988 -1.3427 1.9103 0.033 -0.005 0.004
H -3.7084 -0.6609 1.1156 0.001 -0.009 0.011
H -2.6376 0.3789 2.0649 -0.013 -0.012 -0.004
H 0.4684 -0.5063 -2.0586 0.040 -0.029 -0.026
H -1.1529 1.6771 -2.3927 0.015 -0.005 -0.001
H -3.7125 1.7078 0.3989 0.070 0.038 0.048
H -3.7563 1.8922 -1.3718 -0.064 0.005 0.039
H -0.5038 6.9913 0.1193 -0.037 -0.009 0.000
H 0.3389 6.4044 2.3872 -0.005 -0.005 -0.015
H -0.1544 4.2276 3.3933 -0.004 -0.014 0.001
H -1.5131 2.5350 2.2125 0.001 0.017 0.002
```
Forces are in eV/Å.

Atomic partial charges in e from the Löwdin method, atoms 1 to 8: Pd 1.437; Cl 0.720; C -1.546; Cl 0.715; Cl 0.724; C -0.694; O -0.049; O -0.080

***

Let's list E_LUMO in order: 3.58, 0.22, -0.83, -9.31 eV.
Let's list orbital gap in order: 7.557, 8.302, 7.158, 4.397 eV.
Let's list E_tot in order: -23244.9110, -1780.4516, -5065.8772, -3208.6591 hartree.